## 1
C12H19NO | ωB97M-V with the def2-TZVPD basis set

Element x y z (Å)
O: 3.185 0.337 -0.212
N: 1.654 1.013 1.301
C: 1.942 2.247 -0.849
C: -1.584 -1.177 -2.021
C: -2.436 -2.811 -0.457
C: -1.617 -2.475 -1.524
C: -3.157 -1.793 0.152
C: -2.294 1.252 -1.987
C: 0.436 1.814 1.551
C: 1.943 -0.089 2.246
C: 3.401 -0.284 2.590
C: 2.212 1.039 0.062
C: -2.301 -0.141 -1.427
C: -3.002 -0.481 -0.265
H: -3.312 0.323 0.395
H: 0.688 2.837 1.550
H: -3.804 -2.013 0.991
H: -2.995 1.216 -2.817
H: 1.489 -0.931 1.710
H: 3.984 -1.157 2.323
H: -2.469 2.141 -1.390
H: -0.824 -0.951 -2.763
H: -0.174 1.532 0.706
H: 2.860 2.207 -1.427
H: 1.953 3.163 -0.260
H: 0.020 1.542 2.510
H: 1.012 2.181 -1.408
H: -1.282 1.505 -2.306
H: 3.710 0.019 3.588
H: 1.321 0.092 3.108
H: 3.895 0.475 1.971
H: -1.018 -3.202 -2.058
H: -2.454 -3.840 -0.128

- HOMO-LUMO gap: 9.78 eV
- LUMO energy: 0.747 eV
- SMILES: CCN(C)C(C)=O.Cc1ccccc1

***

## 2
C12H19NO | ωB97M-V with the def2-TZVPD basis set

Element x y z (Å)
O: 1.772 0.155 0.885
N: 1.402 -2.084 0.593
C: -1.700 1.540 1.205
C: 2.121 -2.475 1.740
C: -2.079 1.818 -0.122
C: 1.697 -0.741 -1.410
C: -0.476 2.013 1.590
C: 1.651 -0.760 0.124
C: 0.318 2.804 0.691
C: -1.746 2.492 -2.485
C: -1.032 -2.347 0.534
C: -1.191 2.268 -1.086
C: 0.042 2.786 -0.655
C: 0.347 -2.999 0.236
H: -2.416 1.000 1.843
H: -2.455 1.780 -2.927
H: 1.545 -2.483 2.689
H: -0.978 2.883 -3.170
H: 2.073 0.137 -1.888
H: 0.071 -3.120 -0.801
H: 1.254 3.206 1.120
H: 0.443 -3.963 0.658
H: 2.335 -1.537 -1.812
H: -3.095 1.451 -0.348
H: 0.655 -0.815 -1.722
H: -1.900 -3.118 0.764
H: 3.006 -3.168 1.724
H: 0.672 3.233 -1.394
H: 2.898 -1.621 1.964
H: -1.593 -1.680 -0.161
H: -2.453 3.375 -2.420
H: -1.032 -1.757 1.439
H: -0.157 1.728 2.601

- HOMO-LUMO gap: 9.38 eV
- LUMO energy: 0.820 eV
- SMILES: CCN(C)C(C)=O.Cc1ccccc1

***

The most stable structure shown above is 1; the least stable is 2.